# 1
ORCA calculation (the ωB97M-V functional and the def2-TZVPD basis) on 5 unconnected molecules or ions with the total composition C2H13NO4 at a distorted geometry.

Energy = -11963.257 eV
LUMO energy = 0.6 eV
M = 115.13 g mol⁻¹
Multiplicity = 1
Energy relative to the best compared isomer or geometry (same formula, charge and spin) = 2.209 eV
SMILES string = C=CN.O.O.O.O

```
20
Properties=species:S:1:pos:R:3:forces:R:3
C -2.66087 0.85217 -1.19725 2.292 -2.298 -0.362
C -1.34257 1.18381 -0.96200 -2.079 2.197 -1.036
N -0.24974 0.62764 -0.27488 0.804 4.729 0.332
H -2.84089 -0.26224 -1.20369 -0.425 1.356 0.793
H -3.44792 1.46179 -1.67327 1.121 -0.053 0.098
H -1.03077 2.20934 -1.38951 -0.585 -1.279 1.156
H 0.06584 1.34441 0.46347 -0.667 -1.548 -1.581
H -0.06645 -0.23355 0.10430 -0.692 -2.893 0.590
H 2.39606 2.85478 -0.33603 -0.217 -1.289 -0.788
H 1.35459 1.79795 -0.92961 0.961 -0.034 0.154
O 2.32104 1.99968 -0.83615 -0.471 1.065 0.575
H -1.69999 -1.89749 1.25760 -2.520 1.643 0.140
H -3.14309 -1.37613 1.97208 1.599 -0.218 -1.419
O -2.53500 -1.28983 1.17687 0.986 -1.466 1.264
H 0.43943 -2.50777 1.90248 -0.630 -0.596 1.143
H 1.31093 -1.92964 0.96979 1.876 1.049 -1.017
O 0.43400 -2.25645 0.99192 -1.130 -0.354 -0.130
H 3.83202 -1.03688 0.10682 -1.335 0.346 0.590
H 3.03844 0.25457 -0.12832 -0.675 -1.184 0.984
O 2.97503 -0.61447 0.38780 1.787 0.828 -1.486
```
Forces are in eV/Å.

---

# 2
ORCA calculation (the ωB97M-V functional and the def2-TZVPD basis) on a single C5H10O2 molecule.

Energy = -9441.826 eV
LUMO energy = 1.1 eV
M = 102.13 g mol⁻¹
Multiplicity = 1
Energy relative to the best compared isomer or geometry (same formula, charge and spin) = 1.217 eV
SMILES string = C[C@@H]1OC[C@H](C)O1

```
17
Properties=species:S:1:pos:R:3:forces:R:3
C -1.90772 -0.53811 -1.21811 -0.002 -0.004 -0.021
C -1.07713 -0.24274 0.01361 -0.141 -0.136 -0.004
C -0.11670 -1.35395 0.44500 -0.184 -0.176 -0.094
O 0.99340 -0.66205 0.99170 0.090 -0.022 0.019
C 0.82334 0.72394 0.73010 0.186 0.262 0.076
C 2.11182 1.34279 0.23726 0.022 -0.010 -0.020
O -0.17796 0.82554 -0.24878 0.015 0.038 -0.077
H -2.51817 0.32672 -1.49329 0.097 -0.097 0.072
H -2.58028 -1.38330 -1.03564 0.109 0.110 0.012
H -1.25906 -0.78568 -2.06406 -0.048 0.030 0.124
H -1.73118 0.02923 0.85823 0.088 -0.001 -0.083
H 0.20602 -1.95399 -0.41681 -0.032 0.100 0.077
H -0.54989 -2.02357 1.19591 0.052 0.110 -0.065
H 0.48335 1.21237 1.66089 -0.004 -0.078 -0.097
H 2.42311 0.85429 -0.68968 -0.061 0.031 0.105
H 1.97787 2.41223 0.04927 -0.041 -0.152 0.046
H 2.89952 1.21639 0.98544 -0.146 -0.004 -0.071
```
Forces are in eV/Å.

---

# 3
ORCA calculation (the ωB97M-V functional and the def2-TZVPD basis) on a molecular structure, C26H24BrN4O2Re.

⟨S²⟩ = 3.770
Energy = -109556.178 eV
LUMO energy (spin up / spin down) = -8.8 / -11.0 eV
Net charge = +3
M = 690.62 g mol⁻¹
Multiplicity = 4
Energy relative to the best compared isomer or geometry (same formula, charge and spin) = 0.064 eV

```
58
Properties=species:S:1:pos:R:3:forces:R:3
Re 0.19216 0.50611 0.55625 -0.002 0.268 0.298
C -0.64575 -2.41695 0.32818 -0.048 0.016 0.015
C -1.28678 -2.27827 1.70130 0.012 0.007 0.016
C -2.13199 -1.04670 1.91852 -0.030 -0.070 -0.030
C -3.37535 -1.18821 2.50945 0.009 0.017 0.005
C -4.17727 -0.08181 2.73966 0.025 0.012 -0.011
C -3.70894 1.16858 2.36201 0.003 -0.040 -0.003
C -2.47266 1.25570 1.77061 -0.043 0.099 0.047
N -1.68011 0.17909 1.54624 0.072 -0.010 -0.063
N 0.58314 -1.57285 0.17997 0.009 0.069 -0.069
C 1.68121 -2.04518 1.09896 0.017 0.003 0.028
C 1.77243 -1.22827 2.35900 -0.009 -0.022 -0.031
C 2.42359 -1.66609 3.49241 0.003 0.011 0.004
C 2.52174 -0.81058 4.58348 -0.013 0.002 -0.015
C 1.95907 0.45946 4.51404 0.005 -0.011 -0.003
C 1.31169 0.83595 3.36011 -0.013 0.047 0.023
N 1.22308 0.00430 2.30044 0.037 -0.201 -0.035
C 1.07683 -1.62058 -1.23530 0.024 0.039 -0.032
C 2.10578 -0.53538 -1.42652 0.005 -0.034 -0.020
C 3.13255 -0.61147 -2.34055 -0.011 0.000 0.014
C 4.00559 0.46509 -2.46161 -0.014 0.016 0.018
C 3.83266 1.57967 -1.65109 -0.002 -0.022 -0.013
C 2.78885 1.59498 -0.75159 0.034 0.033 0.013
N 1.93719 0.55595 -0.64244 -0.044 -0.012 -0.019
H -1.34664 -2.12116 -0.45470 0.010 0.000 -0.008
H -0.36296 -3.45611 0.14669 0.004 0.003 0.000
H -0.53630 -2.35400 2.49463 -0.012 -0.009 -0.005
H -1.93293 -3.14390 1.84158 -0.003 0.002 -0.003
H -3.71566 -2.17661 2.78594 0.000 0.000 0.005
H -5.14984 -0.19515 3.20048 0.000 -0.001 0.002
H -4.29044 2.06606 2.51707 -0.002 0.000 -0.002
H -2.08778 2.22091 1.47814 0.014 -0.021 -0.004
H 2.63007 -1.95363 0.56665 -0.005 -0.011 -0.002
H 1.53825 -3.10369 1.32059 -0.010 0.002 0.002
H 2.85260 -2.65913 3.52396 0.002 0.000 -0.001
H 3.03168 -1.13360 5.48194 0.001 -0.003 0.000
H 2.01793 1.14725 5.34560 0.000 0.004 -0.002
H 0.85120 1.80995 3.24987 0.000 -0.004 0.004
H 0.22428 -1.45344 -1.89907 -0.003 -0.003 0.012
H 1.48542 -2.60775 -1.45936 -0.002 -0.003 -0.004
H 3.25008 -1.49531 -2.95350 0.001 -0.001 0.000
H 4.81585 0.42913 -3.17825 0.004 -0.003 0.002
H 4.49844 2.42882 -1.71280 -0.002 0.002 0.002
H 2.61107 2.43873 -0.09786 -0.002 -0.004 0.000
Br -2.66590 5.60280 -4.11545 0.013 -0.007 0.024
C -1.75631 5.40120 -2.48978 -0.006 0.002 -0.011
C -1.39215 6.52904 -1.74981 -0.013 -0.015 -0.018
C -0.71709 6.40638 -0.53861 0.008 -0.008 0.013
C -0.39585 5.15761 -0.05173 0.005 0.007 -0.003
C -0.76176 4.02393 -0.79873 0.025 -0.011 0.052
C -1.44562 4.14264 -2.02081 -0.023 -0.016 -0.044
C -0.44083 2.73040 -0.30899 -0.081 0.042 -0.162
O 0.18961 2.50909 0.82331 0.031 -0.006 0.026
O -0.73542 1.61273 -0.90084 0.026 -0.170 -0.004
H -1.64248 7.51166 -2.12840 -0.002 -0.001 -0.004
H -0.44875 7.29554 0.01445 0.001 -0.001 0.001
H 0.12840 5.04672 0.88753 -0.002 0.008 0.002
H -1.72371 3.26120 -2.58234 -0.002 0.009 -0.006
```
Forces are in eV/Å.